Computed, not measured: C23H38AsFN3NiOSSi3 as an isolated structure, with ωB97M-V/def2-TZVPD.

As for the frontier orbital gap (alpha / beta): 4.42 / 4.40 eV. The HOMO energy (alpha / beta) comes out at -1.622 / -1.607 eV. As for the charge: -1. Its energy above the lowest of the compared OMol25 structures with the same formula, charge and spin is 131.4 kcal/mol. Its LUMO energy (alpha / beta) is 0.1027 / 0.1027 hartree. The total energy comes out at -170053.68696 eV.

```
72
C23H38AsFN3NiOSSi3, DFT ωB97M-V/def2-TZVPD
C 2.678 -1.140 0.645
Si -0.979 -3.400 0.654
C -1.514 4.244 0.798
H -2.090 0.317 -4.126
C 2.447 0.479 5.004
H -1.024 5.570 2.378
H 1.658 -3.516 -2.362
C 0.102 -3.404 2.170
C -2.776 -3.366 1.164
H -0.263 -4.133 2.900
C 1.326 0.033 4.347
H 2.434 -3.842 -0.811
H 3.749 -1.248 0.445
C 0.495 5.560 0.825
H -3.658 -2.721 -1.811
H 2.403 -1.822 1.451
H 3.312 -2.956 -2.065
O -0.145 0.084 2.530
C 1.370 2.383 1.366
As -0.572 -1.373 -0.451
H -2.898 4.686 -2.279
H 1.863 -0.412 -3.167
H -2.966 -4.087 1.966
H 3.392 2.921 2.881
C -0.731 5.128 1.434
H -1.236 -4.942 -1.281
C 1.672 1.687 2.612
C -3.437 -1.751 -2.261
H 3.157 0.153 -2.096
H -3.797 -0.959 -1.601
C 0.878 0.594 3.111
C -0.678 -4.955 -0.344
Ni -1.018 0.615 0.748
S -2.955 1.577 -0.544
C 0.229 4.038 -1.043
H 0.380 -5.078 -0.586
H -2.472 3.958 1.216
C -1.176 3.607 -0.495
H 0.735 -0.782 4.748
C 2.814 2.104 3.306
C -2.324 3.041 -1.212
H -1.433 -3.880 -3.338
H 1.508 0.790 -1.917
H 1.800 5.583 -0.817
H -1.002 -5.827 0.233
Si -1.614 -1.521 -2.557
N 0.270 2.180 0.760
C 3.222 1.527 4.490
F 1.171 6.535 1.490
C 2.327 -3.101 -1.608
C 0.937 5.123 -0.353
N -0.041 2.706 -0.483
H 0.393 3.962 -2.111
H 4.108 1.874 5.004
H -3.979 -1.682 -3.210
H -1.321 0.918 -2.656
Si 1.724 -1.463 -0.915
H -3.432 -3.608 0.325
C -1.300 0.115 -3.398
H -0.339 0.136 -3.915
H 2.737 0.006 5.936
C -1.036 -2.918 -3.668
H 2.495 -0.130 1.012
H 0.095 -2.407 2.624
H -3.046 -2.371 1.524
N -2.855 3.677 -2.358
C 2.095 -0.105 -2.145
H -1.401 -2.731 -4.683
H -3.764 3.303 -2.594
H 1.135 -3.659 1.921
H 2.111 3.070 0.956
H 0.051 -2.997 -3.714
```

Computed, not measured: a 3-piece molecular cluster, C20H45ClO13P2S overall, with ωB97M-V/def2-TZVPD.

As for the frontier orbital gap: 6.91 eV. The HOMO energy comes out at -9.224 eV. Its LUMO energy is -0.0852 hartree. The total energy comes out at -90019.02422 eV.

```
82
C20H45ClO13P2S, DFT ωB97M-V/def2-TZVPD
P -0.868 -6.042 6.334
H 0.890 5.672 -4.511
C -0.479 -0.545 7.630
H 1.625 3.746 -7.259
H 0.398 -0.185 8.168
H -0.751 -1.524 8.025
C 0.259 -1.061 -0.425
H 1.052 -1.152 -5.118
H -0.235 -0.747 0.499
H -0.212 -0.110 -7.312
H -1.133 -0.080 -1.721
O 1.311 -0.182 -0.800
O 2.138 0.785 -6.100
H -2.364 7.588 -4.826
H -1.945 0.040 2.419
H -1.851 -1.502 -4.280
H 0.208 -2.964 5.742
C -0.145 -1.591 -2.895
H 1.671 1.129 5.768
C 0.824 1.348 -6.202
C 1.330 3.660 -5.072
H -1.602 -1.736 -1.287
H 2.424 4.970 -6.313
C -0.201 -3.744 5.106
O 3.385 3.158 -6.236
C 1.824 0.594 0.275
C 0.322 4.783 -4.821
H 1.219 2.104 7.182
H 2.023 3.702 -4.230
H 0.754 1.861 -7.169
H -2.234 -8.479 5.551
S 3.275 1.658 -6.919
H 2.916 0.545 0.211
O -0.347 1.678 5.920
H -1.414 -7.765 4.137
H -0.369 7.087 -6.149
O -1.162 -4.492 5.879
H -0.315 -1.862 -5.938
H -0.275 -2.677 -2.965
C -0.252 0.236 -6.275
H -2.954 1.500 2.490
H -0.226 -4.787 8.581
O -0.400 -7.575 5.960
C 0.005 -0.986 -5.360
C -1.269 -8.304 5.074
H 1.572 1.650 0.115
O 0.263 -0.085 4.092
O 4.507 1.031 -6.552
O -1.903 -6.238 7.377
H -1.765 6.291 -6.826
H -3.248 0.179 3.629
O -0.130 -0.683 6.241
H 0.686 -2.070 -0.341
Cl 1.149 1.494 -3.489
C 1.039 1.945 6.118
C 0.737 -5.104 8.180
H 1.201 -5.807 8.871
H 1.386 -4.231 8.080
C 0.589 2.300 -5.015
C -0.905 -0.987 -4.097
P -0.779 0.362 5.083
H -0.484 2.430 -4.885
C -1.904 6.602 -4.711
H 0.911 -1.332 -2.938
H 0.605 -4.372 4.731
C -0.757 -1.098 -1.569
H -1.305 0.145 7.786
H -2.726 5.891 -4.596
H -1.150 0.059 -3.882
C -2.477 0.723 3.083
C 2.164 3.908 -6.322
O 0.611 -5.729 6.909
O -0.476 5.007 -5.967
H -0.330 4.465 -3.998
H -0.797 -9.259 4.857
H 1.294 2.857 5.579
H 1.491 0.254 1.257
H -1.309 6.649 -3.799
H -0.712 -3.275 4.267
C -1.095 6.281 -5.963
H -1.243 0.633 -6.053
O -1.556 1.360 3.982
```

Computed, not measured: an isolated molecule of C4H7N3, with ωB97M-V/def2-TZVPD.

As for the frontier orbital gap: 9.21 eV. The HOMO energy comes out at -8.660 eV. The SMILES is NCc1c[nH]cn1. Its energy above the lowest of the compared OMol25 structures with the same formula, charge and spin is 77.4 kcal/mol. Its LUMO energy is 0.0203 hartree. The total energy comes out at -8728.32499 eV.

```
14
C4H7N3, DFT ωB97M-V/def2-TZVPD
C 1.511 0.450 0.482
N -0.412 -1.271 0.055
H -2.495 -1.849 -0.060
H -0.951 1.989 -0.369
C -0.965 0.986 -0.131
H 1.643 1.562 0.155
H 1.944 -0.434 -1.128
H 2.236 -1.387 -0.086
H 1.831 0.236 1.362
N 2.494 -0.418 -0.247
C 0.201 0.103 -0.181
C -1.695 -1.025 0.191
N -2.178 0.256 -0.040
H -3.164 0.802 -0.003
```

Computed, not measured: C6H7NO as an isolated structure, with ωB97M-V/def2-TZVPD.

As for the frontier orbital gap: 9.97 eV. The HOMO energy comes out at -9.238 eV. Its energy above the lowest of the compared OMol25 structures with the same formula, charge and spin is 115.6 kcal/mol. Its LUMO energy is 0.0271 hartree. The total energy comes out at -9867.64319 eV.

```
15
C6H7NO, DFT ωB97M-V/def2-TZVPD
C 1.347 -0.497 0.075
C 0.762 0.436 -0.878
O 2.099 -1.462 0.042
C -0.780 -0.098 0.881
C -0.647 0.041 -0.554
H -1.762 0.525 1.068
H 0.824 0.583 -2.026
H 1.315 0.536 2.020
C 0.627 0.388 1.076
H -2.069 -1.421 -0.365
H -0.614 -2.319 -0.137
C -1.042 -1.249 -0.036
H 0.502 2.407 -0.118
H -1.491 0.618 -1.068
N 0.929 1.512 0.020
```

Copy entry 1 word for word.
Computed, not measured: C23H38AsFN3NiOSSi3 as an isolated structure, with ωB97M-V/def2-TZVPD.

As for the frontier orbital gap (alpha / beta): 4.42 / 4.40 eV. The HOMO energy (alpha / beta) comes out at -1.622 / -1.607 eV. As for the charge: -1. Its energy above the lowest of the compared OMol25 structures with the same formula, charge and spin is 131.4 kcal/mol. Its LUMO energy (alpha / beta) is 0.1027 / 0.1027 hartree. The total energy comes out at -170053.68696 eV.

```
72
C23H38AsFN3NiOSSi3, DFT ωB97M-V/def2-TZVPD
C 2.678 -1.140 0.645
Si -0.979 -3.400 0.654
C -1.514 4.244 0.798
H -2.090 0.317 -4.126
C 2.447 0.479 5.004
H -1.024 5.570 2.378
H 1.658 -3.516 -2.362
C 0.102 -3.404 2.170
C -2.776 -3.366 1.164
H -0.263 -4.133 2.900
C 1.326 0.033 4.347
H 2.434 -3.842 -0.811
H 3.749 -1.248 0.445
C 0.495 5.560 0.825
H -3.658 -2.721 -1.811
H 2.403 -1.822 1.451
H 3.312 -2.956 -2.065
O -0.145 0.084 2.530
C 1.370 2.383 1.366
As -0.572 -1.373 -0.451
H -2.898 4.686 -2.279
H 1.863 -0.412 -3.167
H -2.966 -4.087 1.966
H 3.392 2.921 2.881
C -0.731 5.128 1.434
H -1.236 -4.942 -1.281
C 1.672 1.687 2.612
C -3.437 -1.751 -2.261
H 3.157 0.153 -2.096
H -3.797 -0.959 -1.601
C 0.878 0.594 3.111
C -0.678 -4.955 -0.344
Ni -1.018 0.615 0.748
S -2.955 1.577 -0.544
C 0.229 4.038 -1.043
H 0.380 -5.078 -0.586
H -2.472 3.958 1.216
C -1.176 3.607 -0.495
H 0.735 -0.782 4.748
C 2.814 2.104 3.306
C -2.324 3.041 -1.212
H -1.433 -3.880 -3.338
H 1.508 0.790 -1.917
H 1.800 5.583 -0.817
H -1.002 -5.827 0.233
Si -1.614 -1.521 -2.557
N 0.270 2.180 0.760
C 3.222 1.527 4.490
F 1.171 6.535 1.490
C 2.327 -3.101 -1.608
C 0.937 5.123 -0.353
N -0.041 2.706 -0.483
H 0.393 3.962 -2.111
H 4.108 1.874 5.004
H -3.979 -1.682 -3.210
H -1.321 0.918 -2.656
Si 1.724 -1.463 -0.915
H -3.432 -3.608 0.325
C -1.300 0.115 -3.398
H -0.339 0.136 -3.915
H 2.737 0.006 5.936
C -1.036 -2.918 -3.668
H 2.495 -0.130 1.012
H 0.095 -2.407 2.624
H -3.046 -2.371 1.524
N -2.855 3.677 -2.358
C 2.095 -0.105 -2.145
H -1.401 -2.731 -4.683
H -3.764 3.303 -2.594
H 1.135 -3.659 1.921
H 2.111 3.070 0.956
H 0.051 -2.997 -3.714
```

Repeat the fourth record exactly.
Computed, not measured: C6H7NO as an isolated structure, with ωB97M-V/def2-TZVPD.

As for the frontier orbital gap: 9.97 eV. The HOMO energy comes out at -9.238 eV. Its energy above the lowest of the compared OMol25 structures with the same formula, charge and spin is 115.6 kcal/mol. Its LUMO energy is 0.0271 hartree. The total energy comes out at -9867.64319 eV.

```
15
C6H7NO, DFT ωB97M-V/def2-TZVPD
C 1.347 -0.497 0.075
C 0.762 0.436 -0.878
O 2.099 -1.462 0.042
C -0.780 -0.098 0.881
C -0.647 0.041 -0.554
H -1.762 0.525 1.068
H 0.824 0.583 -2.026
H 1.315 0.536 2.020
C 0.627 0.388 1.076
H -2.069 -1.421 -0.365
H -0.614 -2.319 -0.137
C -1.042 -1.249 -0.036
H 0.502 2.407 -0.118
H -1.491 0.618 -1.068
N 0.929 1.512 0.020
```